# C41H40N12O2Sr

A molecular structure, C41H40N12O2Sr (ωB97M-V/def2-TZVPD, the OMol25 dataset).

HOMO-LUMO gap: 0.1836 Eh
HOMO energy: -10.6180 eV
Net charge: +2

XYZ file:
```
96
C41H40N12O2Sr, DFT ωB97M-V/def2-TZVPD
Sr -0.08503 -0.21175 -0.75951
C 0.12758 4.60063 0.15665
C -0.46083 3.35460 0.06312
N 0.19580 2.23297 0.35946
C 1.46407 2.36288 0.77586
C 2.05620 3.62307 0.81113
N 1.40443 4.73736 0.50640
C 2.15237 1.11741 1.28983
C 3.28914 1.15906 2.06560
C 3.69547 -0.02398 2.69612
C 2.95612 -1.18032 2.48771
C 1.90434 -1.17946 1.58133
N 1.52986 -0.03368 1.00831
C 1.10486 -2.44021 1.10320
C 1.14760 -3.56592 2.14078
N 0.14136 -4.18153 2.59846
C -1.14617 -3.78606 2.19182
C -1.26671 -2.72558 1.38039
N -0.26598 -2.00318 0.82038
C 4.88712 -0.05140 3.58716
C 5.70354 -1.17170 3.63423
C 6.81400 -1.16000 4.46431
N 7.14866 -0.12298 5.23308
C 6.35394 0.94744 5.18479
C 5.22445 1.03100 4.38416
H -0.43212 5.50126 -0.06419
H -1.48605 3.25566 -0.27652
H 3.09794 3.73363 1.08561
H 3.83282 2.07865 2.23450
H 3.19363 -2.07980 3.03992
H 2.13588 -3.89593 2.46834
H -1.98904 -4.32372 2.59462
H -2.27797 -2.39687 1.11301
H 5.50284 -2.03964 3.01794
H 7.46505 -2.02529 4.50949
H 6.63171 1.78058 5.81980
H 4.60748 1.92118 4.41912
C -2.14750 -2.35006 -2.50168
N -0.69691 -2.25543 -2.35511
C -0.09942 -2.09636 -3.68746
C -0.19443 -3.48938 -1.69272
C 1.29332 -3.44170 -1.36584
C 2.13117 -3.96647 -2.35966
C 3.50454 -4.04616 -2.22551
C 4.07698 -3.61377 -1.03694
C 3.26696 -3.10108 -0.04033
C 1.87700 -2.97465 -0.16624
H -2.45084 -3.19015 -3.13936
H -2.53857 -1.43195 -2.94924
H -2.59446 -2.49524 -1.51443
H -0.30023 -2.96495 -4.32865
H 0.97838 -1.96862 -3.61400
H -0.52578 -1.21409 -4.17012
H -0.38008 -4.33656 -2.36622
H -0.77837 -3.65870 -0.79590
H 1.66892 -4.35286 -3.26175
H 4.11058 -4.46690 -3.01766
H 5.14456 -3.69668 -0.87495
H 3.74569 -2.79527 0.88299
O -0.08343 4.77609 -6.48666
N 0.84689 4.00179 -6.56210
O 1.72861 4.04721 -7.37783
C 1.00856 3.01632 -5.43632
C 2.20794 2.45408 -5.34078
C 2.50531 1.52555 -4.27985
C 3.77723 0.94100 -4.15338
C 4.02778 0.09082 -3.11254
C 2.99650 -0.15729 -2.19752
N 1.78308 0.36246 -2.31337
C 1.52737 1.20007 -3.35526
C 0.18249 1.77940 -3.50840
N -0.78298 1.37208 -2.63906
C -1.99386 1.87990 -2.73490
C -2.33760 2.83714 -3.68950
C -1.38639 3.24276 -4.58537
C -0.08069 2.70889 -4.52558
H 2.97078 2.71457 -6.06343
H 4.54476 1.17316 -4.88268
H 4.99247 -0.37858 -2.97829
H 3.16603 -0.81826 -1.35264
H -2.73119 1.50801 -2.02593
H -3.34019 3.24032 -3.73154
H -1.62945 3.97046 -5.34148
N -7.08969 -0.18074 0.92131
C -5.67885 0.20937 1.34826
C -4.67426 -0.05291 0.23491
N -3.31446 0.26737 0.63418
H -7.77513 0.01964 1.65458
H -7.15486 -1.18101 0.71383
H -7.38856 0.32246 0.08209
H -5.46167 -0.38270 2.23481
H -5.72394 1.25934 1.62878
H -4.94413 0.51338 -0.65977
H -4.70941 -1.11180 -0.03658
H -2.97650 -0.32590 1.38563
H -3.22733 1.23316 0.92952
```

Atom charges from the Löwdin analysis, given in e for atoms 1 to 6: atom 1 (Sr): 1.426, atom 2 (C): -0.094, atom 3 (C): -0.119, atom 4 (N): 0.049, atom 5 (C): -0.179, atom 6 (C): -0.049

# C4H5NO2

C4H5NO2 in the gas phase (ωB97M-V/def2-TZVPD, the OMol25 dataset).

HOMO-LUMO gap (spin up / spin down): 0.3261 / 0.2538 Eh
HOMO energy (spin up / spin down): -9.0939 / -7.6104 eV
Net charge: 0

XYZ file:
```
12
C4H5NO2, DFT ωB97M-V/def2-TZVPD
C -0.26915 1.37144 -0.43915
C 0.83457 1.13456 0.39327
C 0.80323 -1.25190 0.60099
C -1.39762 0.50389 -0.21698
N -0.02223 -1.53875 -0.30925
O -0.16673 -2.56043 -0.94037
O 1.08667 0.04334 1.08565
H -0.46194 2.11543 -1.14450
H 1.65283 1.74627 0.24243
H 1.40807 -2.05217 0.98101
H -1.36166 0.10883 0.85326
H -2.10605 0.37947 -1.10636
```

Atom charges from the Löwdin analysis, given in e for atoms 1 to 6: atom 1 (C): -0.129, atom 2 (C): -0.176, atom 3 (C): -0.122, atom 4 (C): 0.031, atom 5 (N): -0.110, atom 6 (O): 0.017

# C5H5NO

C5H5NO in the gas phase (ωB97M-V/def2-TZVPD, the OMol25 dataset).

HOMO-LUMO gap: 0.3497 Eh
HOMO energy: -9.2939 eV
Structure (SMILES): C#C[C@@H]1NCC1=O
Net charge: 0

XYZ file:
```
12
C5H5NO, DFT ωB97M-V/def2-TZVPD
C 0.27655 -0.14637 1.37007
C -1.24104 -0.21615 0.98078
C 0.60530 -0.65093 -0.15786
C 1.06286 0.54153 -0.85376
C 1.07536 1.28248 -1.98865
H -1.53207 -1.16611 1.48008
H -1.86843 0.76846 1.15498
H -1.12760 -0.24244 -1.03746
H 1.41020 -1.45704 -0.18926
H 0.99023 2.34525 -2.64865
N -0.75675 -0.88402 -0.43820
O 1.10538 -0.17465 2.32790
```

Atom charges from the Löwdin analysis, given in e for atoms 1 to 6: atom 1 (C): -0.251, atom 2 (C): -0.016, atom 3 (C): -0.371, atom 4 (C): -0.092, atom 5 (C): 0.087, atom 6 (H): 0.114

# C3H6OS

A molecular structure, C3H6OS (ωB97M-V/def2-TZVPD, the OMol25 dataset).

HOMO-LUMO gap: 0.3193 Eh
HOMO energy: -8.9898 eV
Net charge: 0

XYZ file:
```
11
C3H6OS, DFT ωB97M-V/def2-TZVPD
C -0.25480 0.31684 -1.13958
C 0.48124 -0.54393 -0.08119
C -0.41339 -0.38580 1.13748
H 0.14645 0.40354 -2.43241
H -1.44716 0.02044 -1.26374
H -0.58751 1.40400 -0.94915
H 0.76737 -1.48887 -0.34226
H 1.26904 0.10792 1.79831
H -1.32118 -1.02891 0.60373
O -0.51357 0.43039 2.14177
S 1.87351 0.76439 0.52704
```

Atom charges from the Löwdin analysis, given in e for atoms 1 to 6: atom 1 (C): -0.232, atom 2 (C): -0.566, atom 3 (C): -0.312, atom 4 (H): 0.174, atom 5 (H): 0.096, atom 6 (H): 0.077

# C5H11N4O

2 unconnected molecules or ions with the total composition C5H11N4O (ωB97M-V/def2-TZVPD, the OMol25 dataset).

HOMO-LUMO gap: 0.3401 Eh
HOMO energy: -12.9061 eV
Net charge: +1

XYZ file:
```
21
C5H11N4O, DFT ωB97M-V/def2-TZVPD
C -1.62999 -1.68105 0.00213
C 1.63374 0.04919 -0.40794
C -1.35860 -2.10941 1.17912
C -0.54549 1.21754 -0.20491
C -0.41324 1.27492 1.24310
N 1.88446 -0.45308 0.71736
N 0.49143 0.70389 -0.90748
N 2.53357 -0.18278 -1.44285
N -1.63749 1.41604 -0.82669
O -1.95374 -1.18583 -1.01727
H -2.20738 -2.20384 1.86870
H -0.60468 -2.76525 1.51913
H -0.78959 0.31895 1.66932
H -0.99104 2.00935 1.73782
H 0.68086 1.34587 1.57268
H 2.80647 -0.96060 0.73221
H 0.39355 0.69461 -1.87544
H 3.02127 -1.00264 -1.31800
H 2.98543 0.44425 -2.05407
H -1.97213 1.14250 -1.78184
H -2.32742 1.92739 -0.40506
```

Atom charges from the Löwdin analysis, given in e for atoms 1 to 6: atom 1 (C): -0.261, atom 2 (C): -0.480, atom 3 (C): 0.021, atom 4 (C): -0.347, atom 5 (C): 0.020, atom 6 (N): 0.156

# C41H33F5MnN3O2P2

A molecular structure, C41H33F5MnN3O2P2 (ωB97M-V/def2-TZVPD, the OMol25 dataset).

Multiplicity: 2
HOMO-LUMO gap (spin up / spin down): 0.2416 / 0.2339 Eh
HOMO energy (spin up / spin down): -4.0955 / -3.8882 eV
Net charge: -1

XYZ file:
```
87
C41H33F5MnN3O2P2, DFT ωB97M-V/def2-TZVPD
Mn -0.25503 -0.18100 0.06177
O -0.43779 0.14889 -1.87163
C 0.51568 0.07583 -2.75323
C 0.18639 0.30497 -4.11158
C 1.12318 0.25313 -5.11772
C 2.46071 -0.02889 -4.82977
C 2.81099 -0.25145 -3.51527
C 1.88339 -0.20559 -2.46589
C 2.38952 -0.46323 -1.13356
N 1.66548 -0.44888 -0.07942
N 2.32945 -0.67704 1.12488
C 1.49053 -0.55124 2.11693
O 0.25061 -0.22209 2.01586
C 2.03881 -0.72992 3.49088
C 1.33896 -0.20686 4.57337
C 1.83421 -0.34282 5.86194
C 3.03013 -1.01292 6.08024
C 3.72867 -1.54300 5.00234
C 3.23845 -1.40021 3.71355
H -0.85319 0.52152 -4.32867
H 0.81552 0.43100 -6.14236
H 3.20228 -0.07485 -5.61669
H 3.84315 -0.47647 -3.26482
H 3.45104 -0.67868 -1.01687
H 0.40644 0.30751 4.38280
H 1.28543 0.07340 6.69827
H 3.41549 -1.12562 7.08644
H 4.65864 -2.07309 5.16884
H 3.76979 -1.80350 2.86230
C -3.11225 2.67026 1.91309
N -2.15423 1.80146 1.25450
P -2.36437 0.17040 0.77007
C -3.85698 0.19460 -0.27802
C -3.62594 0.11686 -1.65226
C -4.68856 0.21700 -2.54111
C -5.98124 0.38920 -2.06664
C -6.21801 0.45446 -0.69946
C -5.15986 0.35381 0.19217
C -2.93895 -0.64645 2.29097
C -2.48421 -0.20395 3.52974
C -2.82876 -0.88492 4.68743
C -3.62180 -2.02146 4.61674
C -4.06309 -2.47913 3.38303
C -3.72128 -1.79722 2.22491
P -0.63264 2.20413 0.60907
C -1.00977 3.58274 -0.53513
C -2.20753 3.60775 -1.24471
C -2.44578 4.59084 -2.19544
C -1.48517 5.55670 -2.45573
C -0.28253 5.53346 -1.76152
C -0.04742 4.55487 -0.80861
C 0.25935 3.11326 1.92346
C 1.50102 2.62015 2.31543
C 2.22566 3.24947 3.31997
C 1.71455 4.37886 3.94031
C 0.48493 4.89142 3.54310
C -0.23396 4.26604 2.53647
H -4.05975 2.14296 2.02778
H -3.29720 3.57608 1.32727
H -2.76825 2.96373 2.90855
H -2.60814 -0.02042 -2.00612
H -4.50500 0.15356 -3.60662
H -6.80926 0.46401 -2.76150
H -7.22845 0.57848 -0.32898
H -5.34854 0.38397 1.25925
H -1.83273 0.65914 3.57791
H -2.46150 -0.53661 5.64514
H -3.88284 -2.55873 5.52029
H -4.66332 -3.37818 3.31922
H -4.04054 -2.17449 1.26142
H -2.95614 2.84608 -1.06247
H -3.38324 4.59380 -2.73803
H -1.66859 6.32110 -3.20055
H 0.47644 6.27879 -1.96500
H 0.89420 4.54460 -0.27171
H 1.90263 1.73663 1.83358
H 3.18421 2.84539 3.62038
H 2.27422 4.86581 4.72954
H 0.08968 5.78256 4.01553
H -1.17736 4.68908 2.21221
F -1.92336 -2.43702 -0.50561
C -0.61547 -2.21313 0.00674
F -0.66090 -2.78627 1.27319
C 0.20297 -3.22656 -0.80198
F -0.31993 -4.47540 -0.77196
F 1.45613 -3.33489 -0.32706
F 0.28367 -2.87790 -2.09449
```

Atom charges from the Löwdin analysis, given in e for atoms 1 to 6: atom 1 (Mn): 0.282, atom 2 (O): -0.192, atom 3 (C): -0.343, atom 4 (C): -0.026, atom 5 (C): -0.115, atom 6 (C): -0.131

# C28H45BrN2OP2Tc

A molecular structure, C28H45BrN2OP2Tc (ωB97M-V/def2-TZVPD, the OMol25 dataset).

Multiplicity: 4
HOMO-LUMO gap (spin up / spin down): 0.2551 / 0.1698 Eh
HOMO energy (spin up / spin down): -19.7351 / -19.6140 eV
Net charge: +4

XYZ file:
```
80
C28H45BrN2OP2Tc, DFT ωB97M-V/def2-TZVPD
C -0.18360 6.27883 -3.21961
C -0.24885 4.92092 -3.58696
C -0.66095 4.65672 -4.91044
C -1.05244 5.71830 -5.74966
N -1.01545 7.00005 -5.37051
C -0.59404 7.27097 -4.12874
C -0.00230 3.85891 -2.62003
C 0.05252 2.94164 -1.78234
C -0.78573 2.02465 -1.09636
C -0.48929 1.72847 0.27330
C -1.66369 1.73895 1.14420
C -2.97627 1.87765 0.67354
C -3.21739 1.84518 -0.68653
C -2.11016 1.92203 -1.53725
Tc 0.04450 -0.35617 0.64053
P 2.19686 -1.11488 0.67028
H -0.69903 3.63579 -5.28282
H 0.16230 6.55615 -2.22880
H -1.40039 5.51379 -6.76453
H -0.56837 8.31909 -3.83322
H -2.24792 2.11369 -2.59127
H 0.47584 2.11912 0.66267
H -4.23993 1.77130 -1.02632
H -1.44748 1.83179 2.20344
C 2.39470 -2.67857 1.66423
C 3.27747 -3.77671 1.07952
H 1.38337 -3.05740 1.89220
H 2.80400 -2.36036 2.63897
H 3.34360 -4.58656 1.81470
H 2.86540 -4.20358 0.16191
H 4.29797 -3.43843 0.88090
C 2.60769 -1.26660 -1.12263
C 3.50803 -0.19795 -1.71921
H 1.64480 -1.20417 -1.66401
H 2.98181 -2.28819 -1.30025
H 3.47017 -0.30326 -2.81445
H 3.17934 0.81550 -1.46094
H 4.54773 -0.33352 -1.40791
C 3.43117 -0.03461 1.43585
C 4.79640 -0.70060 1.47926
H 3.04772 0.23310 2.43110
H 3.43583 0.87659 0.81594
H 5.55462 0.06828 1.63204
H 4.88650 -1.41985 2.29503
H 5.04836 -1.21718 0.54811
Br -4.34591 1.68642 1.88703
P -1.19970 -2.04736 -0.10991
C 0.03362 -3.32943 -0.66189
C -0.24999 -4.67486 -1.30803
H 0.76127 -3.52899 0.13439
H 0.58685 -2.76095 -1.41701
H 0.73476 -4.99267 -1.67574
H -0.60922 -5.42419 -0.59041
H -0.90775 -4.63921 -2.18127
C -2.39000 -2.77528 1.05206
C -3.68550 -3.35691 0.53447
H -2.67074 -2.12911 1.89393
H -1.75113 -3.58797 1.42259
H -4.26461 -3.54160 1.43878
H -4.25733 -2.69045 -0.11739
H -3.55800 -4.33350 0.06088
C -2.05399 -1.26327 -1.48560
C -2.41513 -1.92532 -2.80140
H -1.49201 -0.37725 -1.75006
H -2.97161 -0.89172 -1.00449
H -2.79947 -1.10090 -3.40880
H -1.55123 -2.34368 -3.31619
H -3.20378 -2.68082 -2.76077
C -1.78811 1.22746 4.58606
N -0.47893 0.59651 4.68928
C 0.44658 1.13690 5.66804
C 0.04122 -0.27469 3.80598
O -0.41433 -0.33701 2.60960
H -2.03248 1.68224 5.56607
H -2.55880 0.50177 4.32344
H -1.79405 2.05348 3.86235
H 1.21042 0.37710 5.86801
H 0.94186 2.03443 5.28596
H -0.05622 1.45966 6.57829
H 0.90799 -0.84772 4.18884
```

Atom charges from the Löwdin analysis, given in e for atoms 1 to 6: atom 1 (C): 0.060, atom 2 (C): -0.150, atom 3 (C): 0.051, atom 4 (C): -0.033, atom 5 (N): 0.183, atom 6 (C): -0.029

# C24H39ClKN6O7P

A molecular structure, C24H39ClKN6O7P (ωB97M-V/def2-TZVPD, the OMol25 dataset).

HOMO-LUMO gap: 0.3266 Eh
HOMO energy: -8.9157 eV
Net charge: 0

XYZ file:
```
79
C24H39ClKN6O7P, DFT ωB97M-V/def2-TZVPD
K -0.34054 -0.25762 -0.47512
C -2.64922 -3.71555 -1.74652
C -1.12845 -3.76157 -1.87295
N -0.39826 -3.04729 -0.82200
C -0.48911 -3.63538 0.51435
C -1.52831 -2.98131 1.41790
N -1.13260 -1.63571 1.83379
C -2.15582 -0.98641 2.66341
C -3.41138 -0.54601 1.89772
C -3.42354 0.90937 1.42571
N -2.57007 1.16765 0.26937
C -3.25571 1.18789 -1.02568
C -3.82965 -0.14897 -1.46770
N -2.82608 -1.20638 -1.53073
C -3.34693 -2.42134 -2.16138
H -3.05217 -4.50833 -2.38377
H -2.93894 -3.98792 -0.72990
H -0.82938 -4.82114 -1.89452
H -0.83002 -3.32732 -2.83164
H 0.57675 -3.01130 -1.09182
H -0.69741 -4.71389 0.46065
H 0.49099 -3.53036 0.99318
H -2.46810 -2.89825 0.87727
H -1.71066 -3.62815 2.29107
H -0.28774 -1.71977 2.39187
H -2.46227 -1.65644 3.48127
H -1.69493 -0.11110 3.13060
H -3.56170 -1.19771 1.03617
H -4.27597 -0.68875 2.55168
H -4.46180 1.20348 1.21243
H -3.08770 1.54638 2.24959
H -2.10379 2.05937 0.37977
H -4.07878 1.91788 -1.03238
H -2.52491 1.51281 -1.77203
H -4.61982 -0.47051 -0.78058
H -4.32030 0.01933 -2.43875
H -2.05582 -0.86993 -2.10573
H -4.40082 -2.51543 -1.88431
H -3.32929 -2.33312 -3.25667
O 3.62558 2.56529 -4.10749
C 3.62816 3.25433 -2.99200
O 4.50179 4.04097 -2.70608
C 2.49313 3.01763 -2.04114
C 2.38818 3.64026 -0.81333
Cl 3.37058 4.79823 -0.04762
N 1.29106 3.15278 -0.19128
N 0.66620 2.23971 -0.95483
C 1.36682 2.14543 -2.07268
C 0.88659 1.16844 -3.14825
O 1.62715 1.04713 -4.15189
O -0.17672 0.56399 -2.92184
C 0.78396 3.41897 1.11304
C 0.62485 2.35675 1.99111
C 0.08851 2.58845 3.24938
C -0.27577 3.87337 3.62586
C -0.10570 4.93029 2.74141
C 0.41919 4.70575 1.47803
H 2.80999 1.94381 -4.16660
H 0.93421 1.36203 1.69381
H -0.03201 1.76440 3.94120
H -0.68870 4.05051 4.61029
H -0.39014 5.93283 3.03167
H 0.54463 5.51514 0.77176
C 4.23827 -2.98463 1.42321
O 4.29894 -1.65680 0.89989
P 2.87333 -0.87792 0.70331
O 3.47819 0.56006 0.27698
C 4.21405 1.32302 1.23796
O 2.36393 -1.35882 -0.75640
C 3.21394 -1.23550 -1.92665
H 5.20066 -3.19612 1.88242
H 4.05488 -3.70102 0.62100
H 3.45244 -3.07719 2.17801
H 4.47677 2.26225 0.75935
H 5.12115 0.79507 1.53056
H 3.60620 1.52764 2.12418
H 2.95171 -2.05333 -2.59318
H 4.26207 -1.30578 -1.64345
H 3.02216 -0.28863 -2.42332
```

Atom charges from the Löwdin analysis, given in e for atoms 1 to 6: atom 1 (K): 0.669, atom 2 (C): -0.175, atom 3 (C): -0.214, atom 4 (N): -0.107, atom 5 (C): -0.205, atom 6 (C): -0.226

Total energy? In order: -2424.13671 -360.42453 -323.28485 -591.14893 -491.09696 -4230.12095 -4614.46149 -3194.76060 a.u..
Energy relative to the best compared isomer or geometry (same formula, charge and spin)? In order: 42.2 153.7 147.4 115.5 56.5 0.0 8.6 2.8 kcal per mole.
Max |F|? In order: 0.0291 0.0885 0.2003 0.1555 0.0670 0.0112 0.0561 0.0050 hartree/bohr.